{
  "formula": "C28H42MnN6O2SSe3",
  "method": "the ωB97M-V functional and the def2-TZVPD basis",
  "spin_multiplicity": 6,
  "total_energy_ev": -280949.275,
  "e_homo_ev": [-5.50, -6.31],
  "e_lumo_ev": [-0.59, -0.60],
  "relative_energy_kj_mol": 43.1,
  "homo_lumo_gap_ev": [4.9, 5.7],
  "species": ["Se", "Se", "Se", "Mn", "S", "O", "O", "N", "N", "N", "N", "N", "N", "C", "C", "C", "C", "C", "C", "C", "C", "C", "C", "C", "C", "C", "C", "C", "C", "C", "C", "C", "C", "C", "C", "C", "C", "C", "C", "C", "C", "H", "H", "H", "H", "H", "H", "H", "H", "H", "H", "H", "H", "H", "H", "H", "H", "H", "H", "H", "H", "H", "H", "H", "H", "H", "H", "H", "H", "H", "H", "H", "H", "H", "H", "H", "H", "H", "H", "H", "H", "H", "H"],
  "positions_angstrom": [[-0.51881, 4.01215, 1.45696], [-3.09022, 1.05941, 1.27173], [-0.43242, -1.67507, 1.26565], [-0.80764, 1.48293, 1.36588], [-0.27494, 0.91167, 3.78044], [-2.82111, 3.28372, 3.78017], [-4.81258, 5.22106, -0.25047], [1.24128, 1.35166, 1.29277], [-0.39701, 1.47855, -0.73816], [1.95460, -1.86858, -0.30243], [2.22584, 1.02484, 4.68215], [0.14509, -1.84400, -1.53106], [1.97318, 1.35810, 2.44045], [2.09826, -4.35837, 2.63926], [-3.60969, 4.11887, 1.55313], [3.28470, 1.78702, -0.06565], [-4.70988, 5.12350, 1.17098], [1.22453, -1.83699, -2.40845], [-1.63763, -4.33251, -1.67305], [0.93382, 1.50796, -1.00351], [3.62737, -3.16394, 0.97973], [0.58872, -1.83073, -0.24329], [2.37383, -1.85006, -1.62936], [2.85594, -1.85408, 0.83737], [1.40493, 1.54283, -2.32158], [1.37388, 1.11963, 3.62168], [1.82117, 1.52741, 0.13401], [-1.25020, 1.52805, -1.75641], [2.54957, -1.69683, -4.36823], [3.70655, -1.71006, -3.58540], [-2.69898, -4.28919, -0.57394], [-1.68268, -3.12204, -2.60457], [-2.30284, 4.64230, 0.90901], [-3.66872, 4.17206, 3.09488], [-0.85731, 1.59970, -3.07958], [-1.25090, -1.80809, -1.95794], [3.63620, -1.78916, -2.19960], [1.28861, -1.76244, -3.79012], [0.50678, 1.59213, -3.36271], [2.74195, -4.37916, 1.25267], [-4.02451, 2.76931, 0.92304], [1.74978, 1.01396, 5.56815], [3.35641, -5.27602, 1.15295], [-1.60092, 1.65649, -3.86274], [-0.63999, -4.40924, -1.22593], [2.24832, -1.66006, 1.71852], [3.74481, 0.99002, -0.65608], [2.86128, -4.25641, 3.41787], [-1.78176, -5.23095, -2.27732], [-5.66163, 4.78981, 1.59978], [3.07258, 1.57332, 4.66846], [0.85850, 1.62268, -4.38708], [3.84117, 1.87292, 0.86469], [-5.46056, 5.89437, -0.46687], [-2.35629, 4.45233, -0.15839], [-5.06070, 2.56593, 1.19088], [-1.35902, -0.98723, -2.66722], [0.38989, -1.73834, -4.39661], [-1.85346, -1.57202, -1.08357], [4.21907, -3.33650, 0.07765], [1.96403, -4.43974, 0.48388], [1.38685, -3.53589, 2.73799], [3.42371, 2.72386, -0.61064], [4.67629, -1.65462, -4.06559], [-2.95220, 3.38247, 4.72526], [1.55163, -5.28600, 2.82405], [4.53490, -1.80022, -1.59260], [-3.43911, 5.20483, 3.38971], [-2.53001, -3.45831, 0.11324], [2.63679, -1.62690, -5.44639], [4.33303, -3.03530, 1.80642], [-2.68301, -5.20971, 0.01447], [2.47258, 1.52791, -2.51403], [-3.69841, -4.18238, -1.00711], [-1.05644, -3.31152, -3.48013], [-4.71022, 3.96826, 3.38071], [-2.26168, 5.72356, 1.04708], [-3.97736, 2.89216, -0.15309], [-4.46338, 6.09931, 1.60358], [2.96319, 1.51674, 2.40088], [-2.70547, -2.98161, -2.96671], [-2.29748, 1.49717, -1.48356], [3.55559, -1.02269, 0.70896]],
  "atomic_forces_ev_per_a": [[0.052, 0.023, 0.187], [-1.823, -0.453, 0.019], [0.103, -0.203, -0.071], [-0.536, 0.919, 0.578], [0.701, 0.002, 0.443], [0.343, -0.374, -0.324], [0.061, -0.034, 0.138], [1.712, -0.099, -0.843], [1.104, -0.072, -0.925], [0.114, 0.136, -0.078], [0.070, 0.142, -0.037], [-0.022, 0.109, -0.163], [0.052, 0.094, -0.663], [0.015, -0.015, -0.060], [0.456, -0.463, 0.012], [-0.033, 0.058, -0.100], [-0.045, -0.005, -0.305], [-0.284, -0.005, 0.073], [-0.103, 0.078, 0.067], [-0.955, -0.036, -1.064], [-0.064, -0.025, 0.058], [0.008, 0.063, -0.105], [0.044, 0.003, 0.265], [0.085, -0.149, -0.044], [0.383, 0.022, 0.539], [-1.064, -0.289, 0.556], [0.310, -0.104, 1.511], [-0.165, 0.034, 0.174], [0.014, 0.012, 0.009], [-0.021, 0.025, 0.003], [0.053, -0.013, -0.033], [-0.003, -0.020, 0.092], [-0.045, 0.001, 0.238], [-0.134, 0.147, -0.071], [0.457, 0.081, -0.103], [0.006, -0.199, -0.079], [0.119, 0.029, 0.026], [-0.082, -0.003, -0.110], [-0.462, 0.020, -0.214], [-0.032, 0.086, 0.130], [0.107, 0.071, 0.331], [0.007, -0.007, 0.082], [-0.016, -0.028, -0.047], [0.014, -0.004, 0.009], [-0.030, -0.033, -0.006], [-0.079, 0.055, 0.023], [-0.030, -0.001, 0.009], [-0.049, -0.017, -0.041], [0.053, -0.023, 0.001], [-0.041, -0.009, -0.053], [0.050, -0.024, -0.001], [0.003, -0.003, 0.047], [0.038, 0.005, -0.067], [-0.048, 0.046, 0.032], [-0.154, 0.101, -0.087], [-0.074, -0.028, -0.004], [0.021, -0.019, 0.005], [0.095, 0.006, 0.055], [0.016, 0.058, 0.101], [0.018, -0.001, 0.010], [0.024, -0.040, 0.018], [0.042, -0.036, 0.009], [-0.014, -0.042, 0.031], [-0.058, -0.018, 0.028], [-0.084, 0.093, 0.028], [0.030, 0.068, 0.001], [-0.076, 0.014, -0.064], [-0.003, 0.061, -0.016], [-0.033, -0.025, -0.035], [-0.004, -0.026, 0.076], [0.035, -0.019, -0.028], [-0.011, 0.063, -0.029], [-0.125, 0.004, -0.034], [0.059, -0.015, 0.036], [-0.021, -0.015, -0.026], [-0.043, 0.047, -0.029], [0.029, 0.041, -0.019], [-0.166, 0.125, -0.116], [0.009, 0.051, -0.023], [0.189, 0.000, -0.025], [0.015, -0.004, -0.038], [-0.065, -0.028, 0.149], [-0.019, 0.031, -0.013]]
}


{
  "formula": "C28H42N2O8",
  "method": "the ωB97M-V functional and the def2-TZVPD basis",
  "spin_multiplicity": 1,
  "total_energy_ev": -49071.955,
  "smiles": "COCCCCCCCCCCCc1cc(OC#N)c2c(c1)C(=O)N(COO)C2=O.CC(C)=O.CC(C)=O",
  "e_homo_ev": -9.02,
  "e_lumo_ev": -0.61,
  "homo_lumo_gap_ev": 8.4,
  "species": ["O", "O", "O", "O", "O", "O", "O", "O", "N", "N", "C", "C", "C", "C", "C", "C", "C", "C", "C", "C", "C", "C", "C", "C", "C", "C", "C", "C", "C", "C", "C", "C", "C", "C", "C", "C", "C", "C", "H", "H", "H", "H", "H", "H", "H", "H", "H", "H", "H", "H", "H", "H", "H", "H", "H", "H", "H", "H", "H", "H", "H", "H", "H", "H", "H", "H", "H", "H", "H", "H", "H", "H", "H", "H", "H", "H", "H", "H", "H", "H"],
  "positions_angstrom": [[2.10316, 4.93143, -10.09283], [1.59898, -1.34769, 4.70549], [-1.40033, -0.51139, -6.28682], [-2.22236, 2.65405, 2.38889], [-1.41513, 0.84774, 5.76062], [3.43595, 2.76633, -6.68777], [2.41774, 4.19129, -8.92723], [-0.66199, 1.62219, -8.18277], [-1.80350, -2.79882, -7.07114], [1.66482, 2.05724, -8.08463], [-2.02184, -2.12415, 3.76028], [-3.27031, -1.19407, 3.85643], [-1.22672, -0.37588, 6.46042], [2.58675, -1.16930, 5.37938], [-0.39749, -3.33045, 2.26432], [-1.86720, -2.84380, 2.40010], [1.29477, 3.37596, -8.65029], [-1.40717, 4.39589, 0.99432], [1.10202, -2.27788, 0.54625], [0.41367, -0.89262, -4.69262], [0.09368, -3.43683, 0.79321], [3.56366, -2.28569, 5.65557], [1.69678, -0.58246, -4.27213], [1.21386, -1.46800, -1.90127], [1.82342, -2.40279, -0.82778], [2.89174, 0.18041, 5.97899], [2.50211, 2.05288, -6.92421], [-2.69896, 0.96355, 5.17848], [1.94222, 0.97408, -6.02153], [0.42070, 1.49311, -7.67425], [2.47225, 0.35388, -4.91916], [-3.91477, 4.03857, 1.46174], [-0.10505, -0.27318, -5.80401], [-1.51104, -1.68936, -6.83643], [-2.82266, 0.29972, 3.78291], [2.25095, -1.30473, -3.03609], [0.66985, 0.64388, -6.44481], [-2.48766, 3.60069, 1.68588], [-4.05145, 5.06136, 1.81647], [-2.50462, -3.73547, 2.39012], [-4.16107, 3.97900, 0.40038], [3.47501, 0.61688, -4.59471], [-1.12308, -1.52251, 3.93667], [-0.43516, 3.97381, 1.24182], [-2.14471, -2.15252, 1.59211], [-1.89058, 0.42950, 3.23182], [0.98999, -0.50467, -1.43241], [3.22046, -3.19493, 5.16546], [3.84729, 0.54868, 5.60182], [-2.09946, -1.03297, 6.40117], [-2.89037, 2.03282, 5.01455], [-0.35326, -4.32847, 2.72328], [-1.43587, 5.43406, 1.32899], [1.76801, -3.45170, -1.14184], [-1.54537, 4.35200, -0.08736], [2.10850, 0.88353, 5.70042], [0.59915, -1.31008, 0.66828], [-3.78121, -1.41683, 4.80071], [2.92724, 0.10572, 7.06719], [2.69254, -2.26806, -3.31350], [1.27350, 5.40595, -9.92283], [-4.58449, 3.38277, 2.01498], [0.54515, 3.90284, -8.03417], [-0.93935, -0.20160, 7.50640], [-0.19893, -1.62582, -4.18052], [0.28994, -1.94108, -2.24958], [-3.61732, 0.83616, 3.25288], [-3.93836, -1.37996, 3.00730], [1.85208, -2.36043, 1.34326], [-3.50630, 0.60091, 5.83471], [-0.71731, -3.36151, 0.05977], [-2.03486, -2.88652, 4.55408], [2.86706, -2.11120, -0.65432], [3.62835, -2.46744, 6.72953], [0.27845, -2.68167, 2.83022], [-0.37000, -0.89494, 5.98436], [0.66092, -4.36875, 0.68142], [3.02524, -0.63451, -2.64047], [4.54845, -2.02489, 5.26453], [0.80089, 3.17874, -9.60851]],
  "atomic_forces_ev_per_a": [[0.118, 0.019, -0.764], [0.020, -0.083, -0.077], [0.315, -0.400, -0.402], [0.043, 0.356, -0.158], [-0.530, -0.264, 0.532], [-0.430, -0.227, -0.386], [-0.356, -0.226, 0.614], [0.677, 0.591, -0.407], [0.843, 2.050, -0.182], [-1.237, 1.838, 0.949], [-0.510, -0.205, -0.191], [1.397, 0.044, -0.239], [1.070, -0.287, -0.466], [-0.033, 0.043, -0.032], [-0.848, -0.534, -0.722], [0.910, 0.209, 0.917], [0.130, 0.150, -1.498], [0.165, -0.188, 0.105], [0.037, -0.999, -0.361], [-0.664, -0.282, -0.286], [0.835, 0.960, 0.817], [-0.183, -0.160, -0.169], [0.363, -1.125, 1.430], [0.877, -1.124, 0.143], [-0.604, 0.934, 0.826], [-0.266, 0.094, -0.130], [0.341, -0.646, 0.657], [-0.143, 0.578, -1.190], [-0.202, -0.041, -0.165], [-0.845, -2.227, 0.648], [0.724, 0.626, -0.255], [-0.051, -0.209, 0.174], [0.132, 0.314, 0.002], [-1.390, -2.110, 0.724], [-1.228, -0.700, 0.980], [-0.740, 1.143, -0.059], [0.797, 1.665, -1.679], [0.059, -0.057, 0.046], [-0.005, 0.057, -0.177], [-0.216, 0.351, -0.320], [0.009, 0.186, -0.009], [-0.125, -0.163, 0.147], [-0.143, -0.101, -0.038], [-0.031, -0.009, 0.016], [0.067, -0.210, 0.043], [-0.142, -0.054, 0.021], [-0.072, -0.050, -0.280], [-0.014, 0.029, 0.003], [0.081, -0.047, 0.168], [0.056, 0.145, 0.139], [0.293, -0.112, 0.246], [0.126, 0.245, 0.037], [-0.076, 0.046, -0.163], [0.262, 0.207, -0.123], [-0.065, 0.180, 0.005], [-0.008, -0.041, 0.000], [0.120, -0.096, -0.072], [-0.253, 0.263, -0.295], [0.188, 0.011, -0.008], [-0.066, 0.140, 0.042], [0.154, 0.051, 0.440], [0.029, 0.002, -0.003], [0.458, -0.122, 0.287], [-0.323, 0.161, -0.114], [0.152, 0.034, 0.005], [0.026, 0.297, 0.025], [0.285, 0.100, 0.062], [-0.035, -0.232, 0.294], [-0.130, 0.163, -0.108], [0.293, -0.072, 0.061], [0.016, -0.338, 0.172], [0.007, 0.142, -0.142], [-0.050, -0.214, -0.305], [0.166, 0.086, 0.001], [-0.130, -0.069, -0.085], [-0.505, 0.072, 0.265], [-0.314, 0.051, -0.309], [0.180, -0.487, -0.070], [0.057, 0.035, 0.178], [0.083, -0.160, 0.214]]
}


{
  "formula": "C28H42N5Si2Zn",
  "method": "the ωB97M-V functional and the def2-TZVPD basis",
  "spin_multiplicity": 1,
  "total_energy_ev": -101348.388,
  "e_homo_ev": -3.48,
  "e_lumo_ev": 2.84,
  "total_charge": -1,
  "homo_lumo_gap_ev": 6.3,
  "species": ["Zn", "Si", "Si", "N", "N", "N", "N", "N", "C", "C", "C", "C", "C", "C", "C", "C", "C", "C", "C", "C", "C", "C", "C", "C", "C", "C", "C", "C", "C", "C", "C", "C", "C", "C", "C", "C", "H", "H", "H", "H", "H", "H", "H", "H", "H", "H", "H", "H", "H", "H", "H", "H", "H", "H", "H", "H", "H", "H", "H", "H", "H", "H", "H", "H", "H", "H", "H", "H", "H", "H", "H", "H", "H", "H", "H", "H", "H", "H"],
  "positions_angstrom": [[-0.16487, 0.25614, -0.03260], [-1.44614, 3.27196, 0.03185], [-1.18207, -2.86928, -0.08965], [-1.60655, 1.58499, -0.03854], [-1.47938, -1.20184, -0.00373], [1.80374, 0.36605, -0.04314], [0.31625, 0.25196, -2.37695], [0.34585, 0.32264, 2.30537], [0.23440, -1.00585, 2.90340], [-2.72632, -0.58071, 0.00384], [3.58468, 1.77018, 3.50476], [-0.46618, -0.81128, -3.00883], [-1.71760, -3.88762, 1.43416], [-0.57695, 1.23432, 2.98059], [-2.29843, 4.13749, 1.50636], [-2.79112, 0.85585, -0.02842], [2.42421, 0.83002, 1.08894], [-3.93213, -1.28842, 0.02511], [-5.23766, 0.71838, -0.01975], [2.46156, 0.01322, -1.19365], [4.41457, -0.75076, -2.44677], [-4.05577, 1.45345, -0.04390], [-0.01873, 1.53238, -2.99344], [1.73752, -0.02225, -2.41296], [0.67897, -3.14727, -0.33273], [2.30440, 1.23562, 3.48962], [3.71353, -0.68780, -3.64293], [1.71266, 0.80074, 2.31562], [-1.99180, -3.81418, -1.53947], [3.80466, -0.41629, -1.25263], [2.37191, -0.33835, -3.60355], [-2.08635, 4.23221, -1.49104], [3.69548, 1.44069, 1.12136], [4.26071, 1.89268, 2.29894], [0.39407, 3.69254, 0.20101], [-5.17544, -0.66113, 0.01715], [4.19040, -0.92910, -4.58444], [-3.07774, -3.69088, -1.54963], [-2.24074, 5.22402, 1.39872], [-1.51832, -0.68028, -2.75118], [-0.78431, -1.36849, 2.76607], [4.03599, 2.09535, 4.43348], [1.03762, -2.68087, -1.25422], [1.75088, 1.17014, 4.41978], [-1.82617, 3.87459, 2.45547], [4.22677, 1.58970, 0.19212], [0.90197, -4.21621, -0.39575], [0.46954, -0.98623, 3.97783], [-1.52090, -4.95179, 1.27716], [5.44984, -1.07274, -2.44425], [-1.77844, -4.88329, -1.45532], [0.98850, 3.23737, -0.59461], [0.14745, 1.51706, -4.08051], [0.80400, 3.32715, 1.14658], [-6.08089, -1.25709, 0.03592], [-6.19406, 1.22899, -0.02953], [-0.47795, 1.19146, 4.07415], [-0.36278, -0.80897, -4.10327], [-3.89202, -2.37216, 0.05060], [0.59033, 2.32212, -2.55656], [1.27680, -2.73144, 0.47952], [1.80362, -0.32253, -4.52702], [-2.78882, -3.77225, 1.61946], [0.55120, 4.77404, 0.16376], [-3.35325, 3.86242, 1.58259], [-2.00186, 5.31106, -1.33358], [-1.06666, 1.75562, -2.79206], [-4.10866, 2.53662, -0.07963], [-0.13927, -1.77524, -2.63010], [-0.39282, 2.25149, 2.64647], [5.23926, 2.35892, 2.27422], [-3.13683, 4.00585, -1.69304], [0.91876, -1.69163, 2.40963], [-1.59949, 0.96785, 2.70690], [4.35733, -0.51414, -0.32894], [-1.19355, -3.58496, 2.34308], [-1.61615, -3.47668, -2.50810], [-1.51963, 3.98650, -2.39156]],
  "atomic_forces_ev_per_a": [[0.194, -0.008, 0.002], [0.121, 0.557, 0.038], [0.184, -0.569, -0.078], [-0.257, -0.014, -0.024], [-0.265, 0.016, 0.035], [-0.016, -0.017, 0.017], [0.261, -0.106, -0.300], [0.307, 0.058, 0.308], [-0.067, -0.016, -0.124], [-0.057, -0.198, -0.058], [0.050, -0.002, 0.014], [-0.061, 0.043, 0.043], [0.029, 0.210, -0.115], [-0.082, -0.038, -0.107], [0.001, -0.229, -0.117], [-0.102, 0.183, 0.031], [0.088, 0.018, 0.029], [0.039, 0.015, 0.030], [-0.063, -0.010, 0.000], [0.120, -0.001, -0.060], [-0.010, -0.005, -0.049], [0.071, 0.004, -0.012], [-0.035, 0.061, 0.155], [0.007, 0.025, 0.069], [-0.190, 0.092, 0.083], [0.027, 0.071, 0.021], [0.038, -0.018, -0.048], [-0.039, -0.037, -0.058], [-0.051, 0.251, 0.107], [-0.078, 0.025, 0.056], [-0.003, -0.047, 0.008], [0.022, -0.213, 0.127], [-0.044, -0.019, -0.053], [-0.012, 0.017, 0.066], [-0.202, -0.138, -0.055], [-0.040, -0.010, -0.006], [0.003, -0.005, 0.013], [0.036, -0.023, -0.027], [0.022, 0.003, -0.045], [0.009, 0.008, 0.003], [0.005, -0.002, -0.017], [-0.019, 0.027, -0.009], [0.031, -0.031, 0.052], [-0.055, -0.018, -0.037], [-0.009, 0.002, -0.009], [0.008, -0.028, 0.000], [-0.047, -0.012, 0.004], [0.016, 0.016, -0.005], [0.017, 0.005, -0.050], [-0.005, 0.000, 0.029], [0.034, -0.001, 0.041], [0.015, 0.004, 0.010], [0.028, -0.008, 0.002], [0.021, 0.020, -0.018], [0.006, 0.002, 0.004], [0.013, 0.007, -0.006], [0.018, 0.005, 0.010], [0.005, 0.027, -0.005], [-0.027, 0.031, 0.026], [0.005, 0.007, 0.003], [0.016, 0.037, 0.040], [-0.050, -0.001, 0.034], [0.010, 0.002, 0.011], [-0.035, 0.007, 0.004], [0.021, 0.031, 0.010], [0.012, -0.004, 0.057], [-0.001, -0.017, -0.010], [-0.037, -0.033, -0.009], [-0.048, 0.037, -0.044], [0.001, -0.025, 0.029], [0.001, -0.015, -0.026], [0.017, 0.001, 0.000], [0.027, -0.039, -0.042], [0.010, -0.006, 0.012], [0.023, 0.027, -0.010], [0.016, 0.020, -0.009], [-0.009, 0.007, 0.008], [0.011, -0.017, 0.002]]
}